# 1
Entry from the Open Molecules 2025 dataset: a cluster of 2 separate species, C4H11N5 in total in a non-equilibrium geometry (the ωB97M-V functional and the def2-TZVPD basis).

Geometry (Å):
C1 -2.807 -0.745 -0.096
C2 -1.070 0.688 -0.462
C3 0.277 0.755 0.177
C4 0.849 -1.561 -0.290
N1 0.456 1.959 0.875
N2 -1.458 1.638 -1.213
N3 2.001 -0.318 1.215
N4 -2.989 -1.186 0.986
N5 1.068 -0.270 0.309
H1 -3.384 -0.651 -0.970
H2 0.519 -1.533 -1.350
H3 1.654 -2.145 -0.399
H4 0.006 -2.138 0.181
H5 1.332 2.396 1.123
H6 -2.287 1.698 -1.887
H7 -0.725 2.248 -1.496
H8 2.227 0.528 1.724
H9 2.553 -1.140 1.170
H10 -2.564 -1.004 1.861
H11 -0.316 2.569 0.785

HOMO-LUMO gap (spin up / spin down) (eV): 8.0 / 8.0
Spin multiplicity: 1
Charge: +2
HOMO energy (spin up / spin down) (eV): -17.128 / -17.128

The computed Löwdin charges, all in e, follow: number 1, C, carries 0.0927; number 2, C, carries -0.0154; number 3, C, carries -0.2262; number 4, C, carries 0.0368; number 5, N, carries 0.2009; number 6, N, carries 0.2069; number 7, N, carries 0.1912; number 8, N, carries 0.2465; number 9, N, carries -0.1517; number 10, H, carries 0.1063; number 11, H, carries 0.1325; number 12, H, carries 0.0695; number 13, H, carries 0.1368; number 14, H, carries 0.1348; number 15, H, carries 0.2047; number 16, H, carries 0.1342; number 17, H, carries 0.1436; number 18, H, carries 0.1393; number 19, H, carries 0.1190; number 20, H, carries 0.0976



# 2
Entry from the Open Molecules 2025 dataset: a structure of composition Br2Hf in a non-equilibrium geometry (the ωB97M-V functional and the def2-TZVPD basis).

Geometry (Å):
Hf1 0.857 0.816 0.039
Br1 0.168 -0.921 -1.860
Br2 -1.025 0.105 1.821

HOMO-LUMO gap (eV): 6.8
Spin multiplicity: 1
Charge: +2
HOMO energy (eV): -20.275

The computed Löwdin charges, all in e, follow: number 1, Hf, carries 1.5037; number 2, Br, carries 0.2542; number 3, Br, carries 0.2421



# 3
Entry from the Open Molecules 2025 dataset: a cluster of 2 separate species, H2O2Si2 in total in a non-equilibrium geometry (the ωB97M-V functional and the def2-TZVPD basis).

Geometry (Å):
O1 -2.175 0.839 1.097
O2 0.383 0.149 0.167
Si1 2.037 -0.036 0.026
Si2 -1.178 0.004 0.351
H1 2.182 1.086 -0.933
H2 -1.248 -2.042 -0.708

HOMO-LUMO gap (eV): 8.1
Spin multiplicity: 1
Charge: 0
HOMO energy (eV): -9.462

The computed Löwdin charges, all in e, follow: number 1, O, carries -0.3598; number 2, O, carries -0.6399; number 3, Si, carries 0.7103; number 4, Si, carries 0.4000; number 5, H, carries -0.1715; number 6, H, carries 0.0609



# 4
Entry from the Open Molecules 2025 dataset: an isolated molecule of C3H4O3 in a non-equilibrium geometry (the ωB97M-V functional and the def2-TZVPD basis).

Geometry (Å):
O1 -1.227 2.108 -0.710
C1 -1.007 1.039 -0.193
C2 0.138 0.196 -0.664
O2 0.054 -1.235 -0.608
C3 0.951 -0.555 0.296
O3 0.417 -0.791 1.533
H1 -1.609 0.668 0.660
H2 0.585 0.521 -1.593
H3 2.031 -0.673 0.185
H4 -0.333 -1.279 1.095

SMILES: O=C[C@@H]1O[C@@H]1O
HOMO-LUMO gap (eV): 10.9
Spin multiplicity: 1
Charge: 0
HOMO energy (eV): -10.342

The computed Löwdin charges, all in e, follow: number 1, O, carries 0.0767; number 2, C, carries -0.1796; number 3, C, carries -0.1828; number 4, O, carries 0.0045; number 5, C, carries -0.3220; number 6, O, carries 0.0264; number 7, H, carries 0.1373; number 8, H, carries 0.1527; number 9, H, carries 0.1659; number 10, H, carries 0.1208



# 5
Entry from the Open Molecules 2025 dataset: an isolated molecule of CHBrN4 in a non-equilibrium geometry (the ωB97M-V functional and the def2-TZVPD basis).

Geometry (Å):
C1 0.697 -0.298 -0.039
N1 1.091 0.924 0.047
N2 -0.502 -0.777 -0.041
N3 1.689 1.883 0.112
N4 -1.477 0.032 0.037
Br1 -3.101 -0.709 0.035
H1 1.603 -1.055 -0.152

HOMO-LUMO gap (spin up / spin down) (eV): 8.3 / 8.3
Spin multiplicity: 1
Charge: 0
HOMO energy (spin up / spin down) (eV): -8.798 / -8.798

The computed Löwdin charges, all in e, follow: number 1, C, carries -0.2923; number 2, N, carries -0.0542; number 3, N, carries -0.1328; number 4, N, carries 0.2633; number 5, N, carries -0.5722; number 6, Br, carries 0.6221; number 7, H, carries 0.1660



# 6
Entry from the Open Molecules 2025 dataset: a structure of composition C41H32BrCl5MoN5O6 in a non-equilibrium geometry (the ωB97M-V functional and the def2-TZVPD basis).

Geometry (Å):
Mo1 0.072 -0.343 0.875
O1 3.026 -2.257 2.163
C1 3.214 -1.948 3.478
C2 4.139 -2.687 4.212
C3 4.358 -2.389 5.543
C4 3.646 -1.371 6.161
C5 2.728 -0.634 5.440
C6 2.508 -0.911 4.096
C7 1.542 -0.063 3.293
O2 0.635 -0.777 2.550
N1 2.261 0.818 2.369
N2 2.050 0.619 1.029
C8 3.045 1.035 0.290
C9 3.175 1.246 -1.111
Br1 2.034 0.276 -2.277
C10 4.150 2.109 -1.522
C11 4.524 2.686 -2.780
C12 5.632 3.557 -2.754
C13 6.052 4.211 -3.890
C14 5.379 4.017 -5.088
C15 4.287 3.164 -5.134
C16 3.859 2.502 -4.002
H1 2.223 -1.821 1.837
H2 4.674 -3.481 3.716
H3 5.076 -2.960 6.113
H4 3.812 -1.142 7.201
H5 2.167 0.152 5.922
H6 0.986 0.591 3.995
H7 3.245 0.929 2.624
H8 3.918 1.402 0.836
H9 4.747 2.502 -0.702
H10 6.165 3.709 -1.825
H11 6.900 4.878 -3.845
H12 5.698 4.527 -5.983
H13 3.764 3.008 -6.064
H14 3.005 1.853 -4.073
O3 -1.218 0.250 -0.869
C17 -1.432 -0.746 -1.888
C18 -0.249 -1.742 -1.745
O4 -0.014 -2.609 -2.545
O5 0.411 -1.557 -0.639
C19 -1.484 -0.104 -3.267
C20 -1.398 1.276 -3.411
C21 -1.482 1.849 -4.667
C22 -1.668 1.054 -5.782
C23 -1.763 -0.321 -5.640
C24 -1.674 -0.904 -4.388
C25 -2.752 -1.470 -1.647
C26 -3.928 -0.735 -1.782
C27 -5.157 -1.328 -1.557
C28 -5.228 -2.665 -1.198
C29 -4.064 -3.401 -1.066
C30 -2.831 -2.809 -1.288
H15 -2.097 0.510 -0.517
H16 -1.257 1.911 -2.550
H17 -1.397 2.920 -4.771
H18 -1.732 1.503 -6.760
H19 -1.901 -0.942 -6.512
H20 -1.736 -1.976 -4.278
H21 -3.886 0.299 -2.092
H22 -6.062 -0.750 -1.670
H23 -6.189 -3.137 -1.049
H24 -4.114 -4.446 -0.798
H25 -1.937 -3.411 -1.215
Cl1 -1.737 0.384 3.701
C31 -1.430 1.741 2.693
C32 -0.653 1.564 1.541
C33 -0.438 2.742 0.812
Cl2 0.514 2.666 -0.609
C34 -0.947 3.989 1.158
Cl3 -0.623 5.372 0.199
C35 -1.740 4.101 2.299
Cl4 -2.435 5.606 2.713
C36 -1.978 2.964 3.072
Cl5 -2.960 3.101 4.467
C37 -5.124 -1.272 2.239
N3 -3.804 -1.834 2.063
C38 -3.526 -3.063 2.551
C39 -2.302 -3.621 2.364
C40 -1.334 -2.881 1.649
N4 -1.591 -1.623 1.255
C41 -2.839 -1.087 1.424
O6 -3.095 0.026 0.982
N5 -0.130 -3.417 1.387
H26 -5.872 -1.996 1.923
H27 -5.197 -0.370 1.635
H28 -5.290 -1.008 3.284
H29 -4.326 -3.578 3.061
H30 -2.065 -4.604 2.727
H31 0.037 -4.365 1.686
H32 0.433 -3.062 0.621

HOMO-LUMO gap (spin up / spin down) (eV): 7.0 / 6.7
Spin multiplicity: 3
Charge: +1
HOMO energy (spin up / spin down) (eV): -10.387 / -10.539

The computed Löwdin charges, all in e, follow: number 1, Mo, carries 1.7744; number 2, O, carries 0.0601; number 3, C, carries -0.2582; number 4, C, carries -0.0003; number 5, C, carries -0.0647; number 6, C, carries -0.0795; number 7, C, carries -0.0267; number 8, C, carries -0.1110; number 9, C, carries -0.3805; number 10, O, carries -0.3654; number 11, N, carries 0.0212; number 12, N, carries -0.1110; number 13, C, carries -0.1825; number 14, C, carries -0.6297; number 15, Br, carries 0.9830; number 16, C, carries -0.0553; number 17, C, carries -0.2111; number 18, C, carries -0.0273; number 19, C, carries -0.0666; number 20, C, carries -0.0592; number 21, C, carries -0.0645; number 22, C, carries -0.0374; number 23, H, carries 0.0505; number 24, H, carries 0.1215; number 25, H, carries 0.1111; number 26, H, carries 0.1057; number 27, H, carries 0.1180; number 28, H, carries 0.1303; number 29, H, carries 0.1470; number 30, H, carries 0.1389; number 31, H, carries 0.1166; number 32, H, carries 0.1138; number 33, H, carries 0.1100; number 34, H, carries 0.1095; number 35, H, carries 0.1096; number 36, H, carries 0.0405; number 37, O, carries -0.1728; number 38, C, carries -0.2955; number 39, C, carries -0.6181; number 40, O, carries 0.1334; number 41, O, carries -0.2881; number 42, C, carries -0.1672; number 43, C, carries -0.0465; number 44, C, carries -0.0664; number 45, C, carries -0.0761; number 46, C, carries -0.0568; number 47, C, carries -0.0105; number 48, C, carries -0.1507; number 49, C, carries -0.0126; number 50, C, carries -0.0547; number 51, C, carries -0.0780; number 52, C, carries -0.0653; number 53, C, carries -0.0245; number 54, H, carries 0.0982; number 55, H, carries 0.0759; number 56, H, carries 0.1078; number 57, H, carries 0.1055; number 58, H, carries 0.1088; number 59, H, carries 0.1233; number 60, H, carries 0.1345; number 61, H, carries 0.1137; number 62, H, carries 0.1090; number 63, H, carries 0.1102; number 64, H, carries 0.1160; number 65, Cl, carries 0.8121; number 66, C, carries -0.6595; number 67, C, carries -0.2818; number 68, C, carries -0.6546; number 69, Cl, carries 0.7852; number 70, C, carries -0.7049; number 71, Cl, carries 0.7153; number 72, C, carries -0.7024; number 73, Cl, carries 0.7253; number 74, C, carries -0.7009; number 75, Cl, carries 0.7129; number 76, C, carries 0.0099; number 77, N, carries -0.0236; number 78, C, carries -0.0028; number 79, C, carries 0.0264; number 80, C, carries -0.3435; number 81, N, carries 0.0350; number 82, C, carries -0.5521; number 83, O, carries 0.0177; number 84, N, carries 0.2042; number 85, H, carries 0.1008; number 86, H, carries 0.0989; number 87, H, carries 0.1072; number 88, H, carries 0.1492; number 89, H, carries 0.1207; number 90, H, carries 0.1338; number 91, H, carries 0.0880